Record 1
This record from OMol25 describes a molecular structure, C27H34F2N3OS4Sm. The level of theory is wB97M-V/def2-TZVPD.

Structure (XYZ):
```
72
Properties=species:S:1:pos:R:3:forces:R:3
Sm 10.6651 9.5287 10.3577 0.0282 -0.9771 0.4340
C 13.1659 6.2073 12.5234 0.2435 -0.1522 -0.4472
C 11.9091 5.5716 11.9389 0.0644 -0.1827 0.1934
S 10.3900 6.4940 12.1134 -0.0291 0.0953 -0.5626
C 10.1394 6.4486 13.8933 -0.2226 0.2380 -0.0934
C 9.8444 7.8149 14.5066 0.2601 -0.1215 0.2042
S 10.9366 9.1622 14.0161 -0.7242 0.1805 -0.5144
C 12.5170 8.6281 14.6624 0.3977 0.2007 0.1666
C 13.6658 8.7245 13.6609 -0.0253 -0.5601 -0.0579
S 13.3945 7.9338 12.0551 -0.1884 0.6324 -0.1059
H 14.0389 5.7205 12.0966 0.0138 -0.4315 0.1206
H 13.2138 6.0731 13.5966 -0.0054 0.1779 0.2775
H 11.7398 4.5798 12.3747 0.2022 0.0879 -0.1158
H 12.0025 5.4721 10.8616 0.0768 -0.1279 -0.0625
H 10.9891 5.9884 14.3944 0.0902 -0.0847 -0.1545
H 9.2769 5.8030 14.0073 -0.1622 -0.1198 0.4885
H 9.9554 7.7285 15.5881 -0.4122 -0.0324 0.0810
H 8.8333 8.1447 14.2532 0.0883 0.0371 0.0713
H 12.4694 7.6230 15.0859 -0.1760 0.0945 -0.0061
H 12.7091 9.3422 15.4635 0.3236 -0.2943 0.2415
H 14.5601 8.2537 14.0740 0.0026 0.1954 0.2095
H 13.8974 9.7614 13.4493 0.0316 0.1514 -0.1757
S 11.9547 7.3182 9.0162 -0.0060 0.2457 0.2478
C 10.5494 7.4476 8.0230 -1.1631 -0.5270 -1.3509
C 10.3774 6.5927 6.8782 -0.2302 0.6920 0.4392
C 9.2839 6.7664 6.0526 -0.3875 0.6927 0.4135
C 8.3479 7.8045 6.3458 0.5843 -0.6881 0.0451
C 8.5404 8.5461 7.4911 0.3163 -0.1101 0.0485
N 9.5904 8.3600 8.3155 0.7415 -0.3954 0.0263
H 11.1324 5.8406 6.6905 -0.0617 -0.0006 -0.0330
H 9.1298 6.1219 5.1858 0.0894 0.1897 0.2100
H 7.4863 7.9969 5.7198 0.0830 -0.0702 -0.0088
H 7.8616 9.3454 7.7821 0.0129 -0.1626 -0.0236
C 6.0387 7.3957 13.0867 0.3462 0.4041 0.0858
C 5.9114 8.7969 13.2276 0.3041 -0.4946 -0.4833
C 6.6512 9.6558 12.4208 0.5167 -1.0932 -0.4440
C 7.5546 9.1055 11.4551 -0.6583 0.1191 0.3324
C 7.6566 7.6930 11.3138 -0.1734 0.9743 -0.2305
C 6.9279 6.8551 12.1526 -0.3283 0.2170 0.3997
N 8.3717 9.9519 10.7026 0.5423 -0.3031 -0.0868
C 7.8803 10.9640 9.9175 -0.1528 0.3307 -0.4406
C 8.8200 11.8702 9.3001 -1.1004 -0.6587 0.5996
C 8.3884 12.8003 8.3689 -0.3356 -0.0741 0.2884
C 7.0289 12.9047 8.0694 -0.2783 0.0148 -0.3654
C 6.0888 12.0540 8.6765 0.6157 0.3985 -0.1398
C 6.4939 11.0939 9.5885 0.8676 0.1691 0.0120
H 5.4646 6.7315 13.7271 0.0664 0.1238 -0.0644
H 5.2406 9.2004 13.9742 -0.0709 0.0047 -0.0025
H 6.5711 10.7372 12.4828 0.0172 -0.1540 0.1358
H 8.2558 7.2868 10.4870 -0.1965 0.2186 0.5185
H 7.0536 5.7724 12.1044 -0.0949 0.2522 -0.1862
H 9.8540 11.8822 9.6333 -0.0690 0.1267 -0.1358
H 9.1065 13.4821 7.9164 -0.1457 -0.1150 0.0536
H 6.6927 13.6473 7.3428 0.0841 -0.2071 0.2370
H 5.0390 12.1691 8.4187 0.1155 -0.0878 0.0862
H 5.7838 10.4315 10.0678 -0.0074 0.0245 -0.1204
C 14.3399 10.7382 8.6469 -0.7876 -0.0010 -0.3092
N 13.5537 10.9201 7.3961 0.2148 -0.0173 0.5028
C 14.3064 11.5318 6.2638 -0.5937 -0.4227 0.5118
C 12.2156 10.7094 7.3821 0.2990 0.3217 -0.1815
O 11.4972 10.3921 8.3434 1.1653 0.4325 -0.9628
H 15.2809 10.2506 8.4215 0.1143 -0.0875 -0.2308
H 13.7822 10.0959 9.3372 0.0911 0.2649 -0.1686
H 14.5420 11.7068 9.1094 -0.1075 -0.0750 0.0140
H 14.5118 12.5930 6.4469 -0.2069 -0.1647 0.0661
H 13.7275 11.4162 5.3508 -0.0382 0.0952 -0.0317
H 15.2734 11.0363 6.1236 -0.3067 -0.1260 0.1752
H 11.7483 10.8614 6.3812 0.2960 -0.0498 0.4799
F 10.6761 11.3624 12.0092 0.2082 0.3328 -0.1661
C 12.0726 11.1385 11.5946 0.0084 0.0673 0.3833
F 12.1487 11.9515 10.4554 0.0226 0.6844 -0.3196
H 12.6418 11.6995 12.3516 -0.0995 -0.3181 -0.0186
```
Positions in Å, forces in eV/Å.

Values from the calculation:
HOMO energy (alpha / beta) = -6.44 / -6.46 eV
E_LUMO (alpha / beta) = 0.36 / 0.36 eV
2S+1 = 6
ΔE to the lowest compared entry with this formula, charge and spin = 0.0 kcal per mole
Orbital gap (alpha / beta) = 6.803 / 6.822 eV
⟨S²⟩ = 8.76
Largest force on an atom = 0.036 hartree/bohr

Atomic partial charges in e from the Löwdin method, atoms 1 to 6: atom 1 (Sm): 1.537, atom 2 (C): -0.509, atom 3 (C): -0.562, atom 4 (S): 0.826, atom 5 (C): -0.494, atom 6 (C): -0.510

***

Record 2
This record from OMol25 describes a molecular structure, C27H34F3GeN4O8SSeTi. The level of theory is wB97M-V/def2-TZVPD.

Structure (XYZ):
```
80
Properties=species:S:1:pos:R:3:forces:R:3
Ti -0.0973 0.4893 0.0340 -0.4299 0.0282 0.3108
N -1.2361 0.4295 2.0290 0.5061 -0.3651 0.0259
C -1.4460 1.4921 3.0177 -0.1973 0.0593 -0.0421
C -0.2795 2.4528 3.2181 -0.0015 -0.0216 0.0377
C 1.0795 1.8324 3.5747 0.0108 -0.0098 -0.0050
C 2.0768 1.8543 2.4216 -0.0193 -0.0460 0.0595
N 1.7586 0.8767 1.3845 0.1102 -0.0408 -0.4249
H -2.1125 -0.0475 1.8233 -0.0470 0.0921 -0.0234
H -0.6889 -0.3119 2.4852 0.0092 0.0655 0.0839
H -1.6950 1.0403 3.9865 -0.0148 0.0119 0.0032
H -2.3192 2.0731 2.7103 0.0065 -0.0038 -0.0172
H -0.5942 3.1270 4.0218 0.0309 0.0279 -0.0134
H -0.1542 3.0703 2.3279 -0.0131 -0.0119 -0.0149
H 0.9573 0.8035 3.9311 0.0259 -0.0142 -0.0328
H 1.5302 2.3931 4.3989 -0.0349 -0.0081 0.0216
H 3.0885 1.6842 2.8080 -0.0081 -0.0175 0.0117
H 2.0757 2.8508 1.9686 0.0212 0.0017 0.0061
H 1.7969 -0.0673 1.7720 -0.0945 0.0506 0.1254
H 2.5114 0.8810 0.6753 0.0195 0.0184 0.0247
N 1.5763 3.1592 -2.7586 -0.2297 -0.1727 -0.1922
C 0.8547 2.6122 -1.7565 0.0027 -0.0795 -0.0046
O 0.8492 1.3861 -1.6016 0.2661 -0.1736 0.0727
C 0.1042 3.4675 -0.7780 0.0129 -0.0226 -0.1713
C -0.9841 2.5905 -0.1542 0.2829 0.1078 0.1287
H 2.0000 2.4822 -3.3824 0.0107 0.0355 0.0115
H 1.2039 3.9877 -3.1909 0.1312 0.1477 0.1753
H -0.2219 4.3881 -1.2849 -0.0403 0.0074 0.0435
H 0.8542 3.7786 -0.0381 -0.0071 -0.0137 0.0083
H -1.8218 2.5792 -0.8555 -0.0543 -0.0795 0.0642
H -1.3339 3.0401 0.7769 -0.1389 0.0613 -0.0716
C -3.3930 -4.4061 -3.5843 -0.0073 0.0065 0.0118
C -3.1695 -4.3977 -2.2150 0.0024 0.0053 0.0038
C -2.8822 -3.2076 -1.5571 0.0424 0.0105 -0.0183
C -2.8252 -1.9900 -2.2454 0.0080 -0.1170 0.1353
C -3.0507 -2.0222 -3.6223 -0.0734 0.0149 -0.0253
C -3.3281 -3.2108 -4.2872 0.0041 0.0108 0.0004
Ge -2.3822 -0.3116 -1.2602 0.0223 0.1511 -0.2504
C -2.6939 1.0273 -2.7378 0.0785 0.0849 0.0113
C -1.6532 1.2211 -3.6564 -0.0135 -0.0258 -0.0194
C -1.7059 2.2171 -4.6233 -0.0101 -0.0155 0.0001
C -2.8064 3.0648 -4.6947 0.0053 -0.0018 0.0039
C -3.8540 2.8861 -3.8024 0.0028 -0.0135 0.0018
C -3.7947 1.8776 -2.8440 -0.0394 -0.0017 -0.0142
C -4.0437 -0.0291 -0.1606 0.0222 -0.0188 0.0270
C -4.1958 1.1599 0.5622 -0.0095 0.0037 0.0027
C -5.2906 1.3851 1.3887 0.0045 -0.0005 -0.0074
C -6.2713 0.4113 1.5243 0.0023 0.0072 0.0066
C -6.1417 -0.7782 0.8210 0.0168 -0.0043 -0.0204
C -5.0453 -0.9894 -0.0081 -0.0300 -0.0095 -0.0012
H -3.6005 -5.3363 -4.1019 0.0005 -0.0008 0.0003
H -3.1917 -5.3245 -1.6528 0.0041 -0.0047 -0.0083
H -2.6678 -3.2241 -0.4936 -0.0082 -0.0033 -0.0002
H -3.0095 -1.1044 -4.1977 0.0138 0.0071 0.0168
H -3.4866 -3.2005 -5.3606 -0.0042 -0.0070 -0.0008
H -0.7810 0.5753 -3.6105 0.0118 0.0099 0.0199
H -0.8841 2.3301 -5.3233 -0.0008 0.0086 -0.0008
H -2.8469 3.8518 -5.4399 -0.0042 -0.0039 -0.0049
H -4.7232 3.5343 -3.8490 0.0024 0.0026 -0.0049
H -4.6293 1.7600 -2.1600 0.0183 -0.0033 0.0220
H -3.4378 1.9321 0.4780 0.0065 -0.0040 -0.0020
H -5.3735 2.3214 1.9312 -0.0050 -0.0017 0.0034
H -7.1231 0.5752 2.1751 -0.0002 0.0030 -0.0015
H -6.8959 -1.5515 0.9206 -0.0028 0.0026 0.0020
H -4.9677 -1.9280 -0.5449 0.0129 -0.0015 0.0038
N 0.5543 -3.7996 -1.8716 0.0701 0.1348 -0.0229
C 0.4498 -2.7078 -2.3740 -0.1548 -0.0349 0.0388
H 0.5774 -3.9147 -0.8444 0.0328 -0.0854 0.0166
F 2.7661 0.6305 -3.9620 0.0259 -0.0111 -0.0229
C 3.8995 0.3510 -3.2422 0.0101 0.1270 0.0068
F 4.5536 1.5319 -3.1425 0.0081 -0.0223 0.0073
F 4.6540 -0.4328 -4.0293 -0.0446 -0.0158 0.0045
S 3.4365 -0.4597 -1.5196 0.0954 -0.1289 -0.0992
O 4.3986 -1.5753 -1.5213 0.0980 0.1149 0.0665
O 0.3187 -1.7101 -2.9713 0.1405 -0.0093 -0.1145
O 3.8407 0.6807 -0.6359 -0.0320 -0.0023 0.0088
O -1.6850 -2.3476 1.2960 0.0312 -0.0475 0.0665
Se -0.0683 -2.4905 1.4109 -0.1462 0.1525 -0.0812
O 0.4500 -1.9481 2.8634 0.0819 -0.0645 -0.0056
O 0.5961 -1.3616 0.3167 -0.5284 0.1805 -0.0606
O 0.4686 -3.9516 0.9607 0.1227 -0.0126 0.0969
```
Positions in Å, forces in eV/Å.

Values from the calculation:
HOMO energy (alpha / beta) = -2.39 / -2.35 eV
E_LUMO (alpha / beta) = 4.00 / 4.00 eV
Charge = -2
2S+1 = 2
ΔE to the lowest compared entry with this formula, charge and spin = 13.9 kcal per mole
Orbital gap (alpha / beta) = 6.387 / 6.351 eV
⟨S²⟩ = 0.75
Largest force on an atom = 0.012 hartree/bohr

Atomic partial charges in e from the Löwdin method, atoms 1 to 6: atom 1 (Ti): 0.845, atom 2 (N): -0.035, atom 3 (C): -0.242, atom 4 (C): -0.196, atom 5 (C): -0.185, atom 6 (C): -0.246

***

Record 3
This record from OMol25 describes a molecular structure, C27H34HfN9SSi. The level of theory is wB97M-V/def2-TZVPD.

Structure (XYZ):
```
73
Properties=species:S:1:pos:R:3:forces:R:3
Hf -0.7364 -0.2208 0.5992 -0.2509 -0.4486 -0.1188
N 0.0068 3.7158 -1.3724 -0.0650 0.0290 0.0466
C -0.4692 2.7225 -0.6605 -0.0202 0.0309 -0.0018
N 0.0682 1.5135 -0.6100 -0.0042 0.3152 0.0093
C 1.2363 1.2672 -1.3502 0.0584 -0.1622 0.0521
N 1.8106 0.1025 -1.3283 0.0149 0.1190 -0.0289
N 1.1847 -0.7635 -0.4666 0.0712 -0.1553 0.0111
C 1.6694 -1.9414 -0.3315 0.1055 0.1731 -0.0543
C 0.9846 -2.8411 0.5882 0.0170 -0.0995 0.1531
C 1.4574 -4.1045 0.8804 -0.0285 0.0514 -0.0325
C 0.7562 -4.8904 1.7916 -0.0370 0.0188 0.0191
C -0.3860 -4.3776 2.3813 0.0242 -0.0148 -0.0152
C -0.7966 -3.0958 2.0485 -0.0205 0.0340 0.0115
N -0.1353 -2.3368 1.1657 0.0547 -0.0033 0.0629
C 1.8058 2.3409 -2.1401 -0.0454 0.1294 -0.0412
C 2.9808 2.1828 -2.8846 0.0022 0.0077 0.0094
C 3.4773 3.2415 -3.6137 0.0109 -0.0037 -0.0110
C 2.8179 4.4740 -3.6142 -0.0131 -0.0251 0.0089
C 1.6612 4.6543 -2.8813 -0.0453 0.0368 0.0253
C 1.1664 3.5853 -2.1479 0.1686 -0.1399 -0.0721
H -0.4687 4.6100 -1.3509 -0.0133 -0.0117 0.0090
H -1.3667 2.9231 -0.0850 0.0046 0.0145 -0.0016
H 2.5689 -2.2439 -0.8604 -0.0213 -0.0045 -0.0363
H 2.3634 -4.4667 0.4136 0.0065 0.0040 -0.0140
H 1.1060 -5.8839 2.0389 0.0026 -0.0019 0.0054
H -0.9561 -4.9499 3.0991 0.0001 -0.0065 0.0046
H -1.6720 -2.6526 2.5063 0.0038 -0.0015 -0.0051
H 3.4921 1.2309 -2.8688 -0.0046 -0.0093 -0.0007
H 4.3866 3.1235 -4.1864 0.0044 -0.0052 0.0009
H 3.2187 5.2970 -4.1898 -0.0054 0.0119 0.0017
H 1.1524 5.6103 -2.8740 0.0024 0.0067 -0.0045
C 2.9489 1.0222 1.7854 -0.0032 -0.0071 0.0001
C 1.7830 1.0077 2.7234 0.0943 0.0182 0.0358
C 1.9160 1.4632 4.0224 -0.0202 -0.0349 -0.0136
C 0.8118 1.4875 4.8676 -0.0145 -0.0041 -0.0243
C -0.4256 1.0622 4.4151 0.0279 -0.0060 -0.0308
C -0.5036 0.6179 3.1070 0.1465 -0.0142 0.1349
N 0.5795 0.5812 2.2813 -0.0003 -0.0369 0.1331
N -1.6138 0.1628 2.4213 -0.1995 0.1378 -0.4705
Si -3.3626 0.4126 2.5600 -0.1492 0.0180 0.2796
C -3.7384 2.1918 2.9598 0.0296 -0.1466 -0.0667
C -3.7162 -0.0065 0.7510 0.1021 0.1385 -0.0659
C -4.1594 -0.7978 3.7253 0.0684 0.1177 -0.1350
H 2.9456 1.9401 1.1915 -0.0211 -0.0029 -0.0173
H 2.9415 0.1768 1.1025 0.0022 -0.0127 0.0207
H 3.8813 1.0066 2.3450 0.0069 0.0104 -0.0113
H 2.8825 1.7946 4.3727 0.0111 0.0044 -0.0034
H 0.9216 1.8420 5.8843 -0.0011 -0.0008 0.0072
H -1.3003 1.0679 5.0492 -0.0198 -0.0021 -0.0009
H -3.1413 2.8928 2.3718 0.0075 -0.0156 -0.0144
H -3.5634 2.4143 4.0134 0.0164 -0.0157 0.0204
H -4.7899 2.4095 2.7615 -0.0194 -0.0171 0.0078
H -3.1523 0.6686 0.0689 -0.0396 -0.0511 0.0185
H -4.7436 0.1224 0.4054 -0.0481 0.0264 0.1190
H -3.4780 -1.0515 0.5149 -0.0162 -0.0189 0.0321
H -3.7859 -0.6741 4.7437 0.0130 0.0210 0.0041
H -3.9996 -1.8375 3.4330 0.0187 0.0023 -0.0229
H -5.2390 -0.6365 3.7593 -0.0122 0.0160 -0.0059
C -0.2851 0.0056 -4.2033 -0.0613 0.0558 -0.0444
N -0.1773 -1.3579 -3.7255 -0.0571 -0.0174 0.0115
C 0.6673 -2.3364 -4.4289 0.0194 -0.0556 -0.0182
C 0.3410 -3.6521 -3.7042 0.0784 -0.0373 -0.0467
N -0.3569 -3.1675 -2.4999 -0.1024 0.0675 -0.0078
C -0.7304 -1.8869 -2.6599 0.0894 -0.0313 0.0420
S -1.8822 -1.1207 -1.6124 0.0424 0.0054 0.0809
H 0.6956 0.4827 -4.1862 0.0086 -0.0061 0.0181
H -0.9857 0.5525 -3.5772 0.0155 0.0024 0.0030
H -0.6563 0.0000 -5.2279 0.0001 -0.0013 0.0087
H 1.7144 -2.0458 -4.3296 0.0006 0.0077 0.0152
H 0.4094 -2.3576 -5.4863 0.0177 0.0023 0.0071
H 1.2338 -4.2118 -3.4379 -0.0086 -0.0088 -0.0133
H -0.3142 -4.2951 -4.2906 -0.0222 0.0211 0.0092
H -0.9566 -3.7759 -1.9632 0.0224 -0.0181 0.0115
```
Positions in Å, forces in eV/Å.

Values from the calculation:
HOMO energy = -16.28 eV
E_LUMO = -9.50 eV
Charge = +3
Orbital gap = 6.782 eV
Largest force on an atom = 0.010 hartree/bohr

Atomic partial charges in e from the Löwdin method, atoms 1 to 6: atom 1 (Hf): 1.539, atom 2 (N): 0.173, atom 3 (C): -0.094, atom 4 (N): -0.009, atom 5 (C): -0.290, atom 6 (N): 0.109

***

Question: The highest largest force on an atom belongs to which entry?
Answer: C27H34F2N3OS4Sm

***

Question: largest force on an atom of number 2 (C27H34F3GeN4O8SSeTi)?
Answer: 0.012 hartree/bohr

***

Question: Which value of largest force on an atom does entry 3 give?
Answer: 0.010 hartree/bohr

***

Question: Among the records above, which one has the highest largest force on an atom?
Answer: C27H34F2N3OS4Sm